ORCA calculation (ωB97M-V/def2-TZVPD) on an isolated molecule of C6H13N3OS.

Each atom is followed by the atoms it is bonded to, with distances in Å.
Atoms and positions in Å:
1 S -2.15603 -0.25951 -0.05273  O2 1.512, N5 1.701, C6 1.741
2 O -3.29121 0.72517 0.11369  S1 1.512
3 N 0.42884 0.30816 0.77746  N5 1.335, C8 1.374, C9 1.525
4 N 0.39097 2.57962 -0.06244  C7 1.198, C8 1.650
5 N -0.89841 0.37241 0.90233  S1 1.701, N3 1.335
6 C -2.50074 -1.54219 1.07240  S1 1.741, H12 1.056, H16 1.093, H18 1.155
7 C -0.74414 2.36304 -0.37988  N4 1.198, H22 1.018
8 C 1.10461 1.49118 0.95225  N3 1.374, N4 1.650, H21 1.043, H24 1.124
9 C 0.86591 -0.60220 -0.36463  N3 1.525, C10 1.598, C11 1.498, H14 1.154
10 C 2.37785 -1.05976 -0.12506  C9 1.598, H13 1.134, H19 1.021, H20 1.149
11 C 0.66450 -0.07874 -1.75402  C9 1.498, H15 1.065, H17 1.162, H23 1.094
12 H -2.76094 -2.45077 0.60075  C6 1.056
13 H 2.99346 -0.12455 -0.30293  C10 1.134
14 H 0.17978 -1.52029 -0.22835  C9 1.154
15 H 0.99229 0.86333 -2.12714  C11 1.065
16 H -1.53180 -1.73058 1.54145  C6 1.093
17 H -0.44148 -0.07327 -2.11064  C11 1.162
18 H -3.28857 -1.32843 1.88968  C6 1.155
19 H 2.63739 -1.81335 -0.76336  C10 1.021
20 H 2.52232 -1.28987 0.99113  C10 1.149
21 H 2.09362 1.60059 0.63835  C8 1.043
22 H -1.64567 2.45717 -0.84229  C7 1.018
23 H 1.14246 -0.91145 -2.27801  C11 1.094
24 H 0.86503 2.02433 1.91199  C8 1.124

Values from the calculation:
Energy above the lowest of the compared OMol25 structures with the same formula, charge and spin   575.6 kJ/mol
HOMO level (alpha / beta)   -0.277 / -0.277 Ha
Electronic energy   -23779.6134 eV
Total charge   0

Mulliken population analysis, charges in e, atoms 1 to 6:
1. S 0.523
2. O -0.669
3. N 0.649
4. N -0.416
5. N -0.954
6. C -0.843



ORCA calculation (ωB97M-V/def2-TZVPD) on the ion C6H13N4O2 with charge +1.

Each atom is followed by the atoms it is bonded to, with distances in Å.
Atoms and positions in Å:
1 O 1.33665 -1.42521 -1.39267  N3 1.195
2 O -0.17312 -1.61067 -2.94557  N3 1.191
3 N 0.31683 -1.16303 -1.95675  O1 1.195, O2 1.191, C11 1.588
4 N -1.67260 0.39411 -1.91646  C11 1.386, H17 1.023, H24 1.080
5 N -0.78763 -0.73739 0.02220  N6 1.455, C9 1.398, C11 1.477
6 N 0.15151 -0.13551 0.95657  N5 1.455, C8 1.521, C12 1.476, H23 1.086
7 C 0.46400 1.17840 -0.97037  C8 1.299, C11 1.588, H13 1.058
8 C 0.89752 0.97831 0.23807  N6 1.521, C7 1.299, C10 1.434
9 C -2.10304 -0.77463 0.49486  N5 1.398, H18 1.169, H20 1.173, H21 1.097
10 C 1.84132 1.70281 1.03764  C8 1.434, H15 1.139, H16 1.140, H19 1.089
11 C -0.53443 -0.02537 -1.24680  N3 1.588, N4 1.386, N5 1.477, C7 1.588
12 C 1.11179 -1.04423 1.61188  N6 1.476, H14 1.118, H22 1.188, H25 1.178
13 H 0.61798 1.96731 -1.65763  C7 1.058
14 H 1.63680 -1.59138 0.79032  C12 1.118
15 H 1.33523 2.71798 1.14566  C10 1.139
16 H 2.81136 1.69773 0.43787  C10 1.140
17 H -1.44593 1.17066 -2.54263  N4 1.023
18 H -2.68445 -0.97773 -0.49912  C9 1.169
19 H 2.00933 1.28822 2.03066  C10 1.089
20 H -2.42928 0.27651 0.90100  C9 1.173
21 H -2.31750 -1.56011 1.23037  C9 1.097
22 H 0.45402 -1.76005 2.29431  C12 1.188
23 H -0.32962 0.27503 1.83994  N6 1.086
24 H -2.28697 -0.42890 -2.25090  N4 1.080
25 H 1.78021 -0.41285 2.34756  C12 1.178

Values from the calculation:
SMILES   CC1=C[C@@](N)([N+](=O)[O-])N(C)[N@H+]1C
Energy above the lowest of the compared OMol25 structures with the same formula, charge and spin   691.9 kJ/mol
HOMO level   -0.511 Ha
Electronic energy   -16475.6935 eV
Total charge   +1

Mulliken population analysis, charges in e, atoms 1 to 6:
1. O -0.609
2. O -0.609
3. N 1.023
4. N -0.530
5. N -0.304
6. N 0.027